1.
{"formula": "C14H25AsF15O14S2V", "method": "the ωB97M-V functional and the def2-TZVPD basis", "symbols": ["O", "V", "O", "C", "F", "F", "F", "S", "O", "O", "O", "C", "F", "F", "F", "S", "O", "O", "O", "As", "F", "F", "F", "F", "F", "F", "C", "O", "C", "C", "O", "C", "H", "H", "H", "H", "H", "H", "H", "H", "H", "H", "C", "O", "C", "C", "O", "C", "H", "H", "H", "H", "H", "H", "H", "H", "H", "H", "C", "C", "O", "C", "O", "C", "F", "F", "F", "H", "H", "H", "H", "H"], "xyz": [[-20.586, -13.550, 18.955], [-20.211, -12.063, 18.742], [-18.916, -11.707, 19.624], [-23.330, -10.043, 21.736], [-23.680, -9.432, 20.595], [-23.506, -9.153, 22.704], [-24.138, -11.064, 21.939], [-21.528, -10.540, 21.651], [-20.857, -9.256, 21.487], [-21.248, -11.188, 22.914], [-21.434, -11.394, 20.469], [-18.979, -11.270, 14.419], [-18.138, -10.498, 15.099], [-20.050, -10.532, 14.080], [-18.362, -11.676, 13.314], [-19.560, -12.776, 15.408], [-18.488, -13.729, 15.315], [-19.749, -12.129, 16.725], [-20.800, -13.167, 14.746], [-16.026, -14.614, 18.590], [-15.697, -13.154, 17.662], [-15.538, -13.814, 20.082], [-16.357, -16.074, 19.502], [-16.504, -15.372, 17.082], [-14.392, -15.150, 18.340], [-17.677, -14.072, 18.879], [-18.326, -9.862, 25.107], [-18.320, -11.195, 24.696], [-17.726, -11.317, 23.408], [-17.777, -12.744, 22.904], [-19.082, -13.220, 23.085], [-19.304, -14.352, 22.298], [-17.408, -9.607, 25.658], [-19.154, -9.665, 25.789], [-18.409, -9.167, 24.266], [-16.680, -10.993, 23.474], [-18.267, -10.667, 22.714], [-17.066, -13.318, 23.519], [-17.424, -12.755, 21.868], [-18.503, -15.105, 22.401], [-19.163, -14.133, 21.230], [-20.264, -14.847, 22.418], [-19.609, -8.778, 18.600], [-20.397, -9.846, 18.123], [-21.714, -9.432, 17.829], [-22.524, -10.557, 17.211], [-22.462, -11.727, 18.017], [-23.707, -12.247, 18.402], [-19.264, -8.142, 17.777], [-18.743, -9.153, 19.138], [-20.163, -8.152, 19.303], [-21.618, -8.632, 17.081], [-22.264, -9.034, 18.687], [-22.206, -10.838, 16.203], [-23.535, -10.157, 17.081], [-23.632, -13.303, 18.643], [-24.502, -12.052, 17.676], [-24.074, -11.736, 19.305], [-22.362, -18.015, 19.254], [-22.435, -16.526, 18.906], [-22.636, -15.711, 20.058], [-23.853, -15.380, 20.417], [-24.840, -15.559, 19.758], [-23.783, -14.503, 21.687], [-23.030, -13.453, 21.368], [-24.986, -14.078, 22.076], [-23.204, -15.223, 22.660], [-23.387, -18.339, 19.458], [-21.761, -18.268, 20.124], [-21.994, -18.571, 18.393], [-23.270, -16.358, 18.229], [-21.501, -16.220, 18.444]], "atomic_forces_ev_per_a": [[-0.2, -1.2, 0.4], [1.3, 1.6, 1.1], [-1.2, -0.6, -1.2], [1.4, 0.0, -0.3], [-0.4, 0.0, -0.5], [-0.1, 0.2, 0.5], [-0.6, -0.4, 0.1], [1.8, 0.7, 1.2], [-0.7, -0.4, -0.3], [-0.9, 0.2, -0.9], [-0.7, -0.1, -0.4], [-0.4, -1.0, 0.8], [0.0, 0.1, 0.1], [0.1, 0.3, -0.2], [0.0, 0.1, -0.4], [0.0, -0.8, -1.0], [-0.4, 0.8, 0.3], [-0.2, 0.2, 0.4], [0.6, 0.7, 0.7], [-0.9, 0.7, -0.3], [0.0, -0.3, 0.5], [0.0, -0.2, -0.4], [0.1, 0.2, -0.2], [0.1, -0.1, 0.7], [0.2, 0.0, 0.0], [0.8, -0.4, -0.2], [0.2, 0.3, 0.3], [0.0, -0.1, -0.1], [-0.3, 0.1, -0.1], [0.3, 0.5, 1.0], [-0.3, -0.3, -0.1], [1.2, -0.8, -1.6], [0.2, 0.0, -0.1], [-0.2, -0.2, -0.1], [-0.1, 0.0, -0.1], [0.1, 0.0, -0.2], [0.0, 0.0, 0.0], [-0.1, -0.3, -0.2], [-0.2, -0.1, -0.1], [-0.1, -0.1, 0.7], [-0.5, 0.4, 0.0], [-0.2, 0.5, 0.5], [0.5, 0.7, 0.4], [-0.5, -0.5, 0.4], [-0.2, 0.3, -0.9], [0.2, 0.1, -0.5], [0.2, 0.5, -0.7], [-0.9, 0.4, 1.1], [-0.1, -0.2, -0.2], [-0.1, -0.4, -0.1], [-0.2, -0.2, 0.0], [-0.3, 0.0, 0.0], [0.5, -0.1, 0.3], [0.4, 0.1, 0.1], [-0.2, -0.3, 0.3], [0.2, 0.0, -0.3], [0.4, -0.3, -0.4], [0.3, -0.1, 0.0], [-0.9, 0.3, 0.1], [0.3, -0.7, -0.5], [0.6, -0.2, 1.0], [-0.1, 0.4, -1.1], [-0.6, -0.2, 0.4], [0.5, -0.3, -0.8], [-0.1, -0.2, 0.6], [0.2, -0.2, 0.1], [-0.2, 0.5, 0.3], [0.1, -0.3, 0.0], [0.2, 0.3, 0.0], [0.0, 0.0, 0.0], [0.1, 0.0, -0.2], [0.0, 0.4, 0.2]], "total_charge": -2, "homo_ha": -0.1538, "spin_multiplicity": 1, "orbital_gap_ev": 8.285, "e_lumo_ev": 4.1}



2.
{"formula": "C4H10N3", "method": "the ωB97M-V functional and the def2-TZVPD basis", "symbols": ["C", "C", "C", "C", "N", "N", "N", "H", "H", "H", "H", "H", "H", "H", "H", "H", "H"], "xyz": [[-0.634, -0.113, 0.042], [-0.932, 0.130, 1.462], [0.495, 0.788, -0.594], [-0.237, -1.543, -0.277], [1.286, 1.409, 0.212], [0.640, 0.655, -1.894], [-0.264, 0.977, 2.196], [-1.588, 0.346, -0.365], [-1.712, -0.583, 1.821], [-1.199, -2.075, 0.028], [0.617, -1.854, 0.342], [-0.030, -1.854, -1.365], [2.142, 1.902, -0.012], [1.389, 1.333, -2.333], [-0.102, 0.417, -2.564], [-0.503, 1.186, 3.154], [0.742, 1.340, 1.215]], "atomic_forces_ev_per_a": [[0.0, 3.0, -2.1], [-1.9, -2.5, -2.0], [-1.6, -1.7, 0.4], [-2.0, -1.7, -0.7], [-1.3, -0.1, 1.7], [2.5, 2.9, -2.4], [0.9, 0.4, 3.1], [0.8, -1.3, -1.0], [1.1, 0.4, 0.6], [1.6, -0.1, -0.3], [-0.4, 0.1, -0.1], [-0.4, 0.9, 1.6], [-0.2, 0.1, 0.1], [-2.0, -2.0, 0.9], [0.4, -0.2, 1.0], [0.1, 1.3, 0.0], [2.6, 0.5, -0.9]], "s2": 2.006, "total_charge": 1, "homo_ha": [-0.3821, -0.5590], "spin_multiplicity": 3, "de_lowest_kcal_mol": 38.40, "orbital_gap_ev": [7.408, 7.491], "e_lumo_ev": [-3.0, -7.7]}



Number 1: energy -7076.23848 hartree. Number 2: energy -322.24625 hartree.